1.
47
Properties=species:S:1:pos:R:3:nbo_charge:R:1 method="wB97M-V/def2-TZVPD" lumo_energy_ev=-5.2 multiplicity=1 largest_force_ev_per_a=3.805 total_charge=+1 e_tot_ha=-1820.40257
C -1.4385 2.5351 3.1348 -0.656
C -1.6003 2.3398 1.5500 -0.086
O -2.0129 1.0029 1.1628 -0.551
C -3.1378 1.0047 0.2806 -0.074
C -2.7584 0.9216 -1.2762 -0.587
S -0.9995 1.3488 -1.6521 0.814
Cl 0.0842 -0.3340 -1.0829 0.005
C -0.8378 1.6572 -3.4810 -0.555
C 0.7141 2.0374 -3.7581 -0.092
O 1.4250 0.7916 -3.7561 -0.548
C 2.7802 0.9376 -3.3875 0.800
O 3.2381 1.7637 -2.5936 -0.560
C 3.8196 -0.1133 -4.0224 -0.491
C 3.9072 0.2406 -5.5839 -0.615
H -0.3511 2.8337 3.3345 0.231
H -2.0605 3.4589 3.4094 0.228
H -1.7732 1.6481 3.7490 0.240
H -2.2551 3.1610 1.0856 0.182
H -0.5555 2.4967 1.0943 0.177
H -3.8455 1.8809 0.4120 0.205
H -3.7487 0.0678 0.5348 0.229
H -2.9621 -0.1190 -1.7133 0.271
H -3.4102 1.6756 -1.8404 0.271
H -1.0896 0.7168 -4.0625 0.273
H -1.5213 2.5405 -3.7424 0.283
H 0.7346 2.5971 -4.7466 0.228
H 1.0019 2.7608 -2.9350 0.229
H 4.8096 -0.0828 -3.4791 0.254
H 3.3264 -1.1476 -3.9522 0.226
H 4.4616 -0.5366 -6.1896 0.240
H 2.8322 0.4025 -5.9398 0.208
H 4.4228 1.2517 -5.6657 0.219
C 0.2552 -0.9339 2.2538 -0.629
C -0.8825 -1.1988 3.2214 -0.077
O -1.1273 -2.6036 3.3499 -0.500
C -0.2809 -3.2635 4.1560 0.981
O 0.6359 -2.7803 4.7703 -0.638
O -0.6192 -4.5607 4.1412 -0.493
C 0.2563 -5.3951 4.9005 -0.259
H 0.0689 -1.4280 1.2983 0.189
H 0.3774 0.1372 2.0822 0.207
H 1.1974 -1.3301 2.6385 0.235
H -1.8002 -0.7557 2.8341 0.193
H -0.6934 -0.7461 4.1986 0.200
H 0.3743 -5.0238 5.9195 0.201
H 1.2256 -5.4677 4.4032 0.189
H -0.1870 -6.3897 4.9450 0.201

---

2.
47
Properties=species:S:1:pos:R:3:nbo_charge:R:1 method="wB97M-V/def2-TZVPD" lumo_energy_ev=-6.1 multiplicity=1 largest_force_ev_per_a=1.996 relative_energy_kcal_mol=0.00 total_charge=+2 e_tot_ha=-1580.61558
La -0.7133 -0.5943 0.3307 2.143
P 0.6220 1.3134 2.3046 0.744
C -0.0721 2.6610 1.1944 -0.741
C 0.2767 2.6560 -0.2871 0.241
N 0.1112 1.4918 -0.9685 -0.613
C 0.3667 1.4702 -2.3022 0.246
C 0.7835 2.6121 -2.9753 -0.233
C 0.9074 3.8186 -2.2934 -0.094
C 0.6471 3.8317 -0.9284 -0.237
C 0.2354 0.1690 -3.0827 -0.735
P -0.9577 -1.1400 -2.5137 0.719
H 0.7237 4.7400 -0.3326 0.246
H 0.9764 2.5286 -4.0441 0.246
H 1.2003 4.7260 -2.8164 0.255
H -0.0445 0.4160 -4.1220 0.262
H 1.2226 -0.3326 -3.1093 0.276
H -1.1910 2.5887 1.2876 0.239
H 0.2835 3.6006 1.6383 0.265
H -3.5237 0.0953 0.0197 0.529
O -2.8386 0.7532 0.3962 -1.037
H -3.2888 1.5853 0.6075 0.529
H -3.7245 -2.0366 0.1153 0.509
O -3.8197 -1.3133 -0.5397 -0.952
H -4.5741 -1.5704 -1.0947 0.533
C -2.4366 -0.7004 -3.4898 -0.917
H -2.2637 -0.9036 -4.5560 0.259
H -3.2814 -1.3195 -3.1558 0.238
H -2.6817 0.3616 -3.3599 0.251
C -0.3584 -2.5267 -3.5366 -0.913
H -0.8931 -3.4376 -3.2349 0.259
H -0.5452 -2.3466 -4.6058 0.257
H 0.7175 -2.6743 -3.3740 0.258
C 2.3848 1.7951 2.4342 -0.918
H 2.5102 2.7310 3.0000 0.251
H 2.9128 0.9945 2.9740 0.264
H 2.8331 1.9019 1.4386 0.254
C 0.0809 1.9498 3.9365 -0.918
H 0.1839 1.1346 4.6654 0.263
H 0.6973 2.7959 4.2748 0.256
H -0.9716 2.2583 3.8984 0.247
C 2.3714 -3.3701 1.0245 -0.728
C 1.2648 -2.3981 0.7605 0.808
O 0.0710 -2.6230 1.2077 -0.801
O 1.5118 -1.3190 0.0898 -0.794
H 2.0149 -4.1415 1.7132 0.256
H 3.2324 -2.8426 1.4456 0.263
H 2.6982 -3.8247 0.0830 0.266

---

3.
45
Properties=species:S:1:pos:R:3:nbo_charge:R:1 method="wB97M-V/def2-TZVPD" smiles="CCCCNC(=O)CN(C1CCCCC1)S(C)(=O)=O" lumo_energy_ev=0.7 multiplicity=1 largest_force_ev_per_a=0.968 relative_energy_kcal_mol=7.32 e_tot_ha=-1244.39173
C -6.1664 -0.6711 0.0346 -0.608
C -5.3891 0.6056 0.3343 -0.392
C -4.1146 0.7449 -0.4978 -0.401
C -3.0612 -0.3073 -0.1464 -0.229
N -1.8091 -0.0592 -0.8302 -0.610
C -0.7405 0.4880 -0.2152 0.680
O -0.6977 0.6908 0.9817 -0.652
C 0.4041 0.8292 -1.1715 -0.333
N 1.6604 1.0839 -0.5320 -0.693
C 2.5506 0.0238 -0.1136 -0.047
C 3.1849 -0.6883 -1.3138 -0.399
C 4.2363 -1.6822 -0.8286 -0.398
C 3.6128 -2.6997 0.1225 -0.396
C 2.9528 -1.9943 1.3037 -0.394
C 1.9004 -1.0022 0.8164 -0.418
S 1.9700 2.6205 -0.0045 2.330
C 1.4664 2.7089 1.7301 -0.882
O 1.1382 3.4999 -0.7769 -0.959
O 3.3909 2.8174 -0.0504 -0.952
H -5.6020 -1.5525 0.3270 0.199
H -7.1049 -0.6755 0.5835 0.213
H -6.3926 -0.7403 -1.0273 0.200
H -5.1292 0.6341 1.3941 0.199
H -6.0298 1.4654 0.1275 0.205
H -4.3632 0.6716 -1.5598 0.190
H -3.6808 1.7315 -0.3210 0.212
H -2.8422 -0.2739 0.9228 0.231
H -3.4102 -1.3084 -0.4120 0.193
H -1.8224 -0.1051 -1.8372 0.391
H 0.1349 1.7653 -1.6729 0.272
H 0.5188 0.0445 -1.9246 0.215
H 3.3474 0.5465 0.4240 0.229
H 2.4172 -1.2231 -1.8779 0.186
H 3.6369 0.0572 -1.9691 0.222
H 4.6818 -2.1956 -1.6833 0.210
H 5.0303 -1.1398 -0.3119 0.199
H 4.3791 -3.3890 0.4826 0.209
H 2.8625 -3.2856 -0.4138 0.191
H 2.4884 -2.7294 1.9643 0.210
H 3.7138 -1.4609 1.8772 0.195
H 1.4300 -0.4963 1.6601 0.230
H 1.1179 -1.5393 0.2747 0.191
H 0.5202 2.1920 1.8263 0.279
H 1.3700 3.7570 1.9796 0.246
H 2.2387 2.2408 2.3246 0.235

---

4.
46
Properties=species:S:1:pos:R:3:mulliken_spin:R:1 method="wB97M-V/def2-TZVPD" lumo_energy_ev="-7.4 / -7.3" multiplicity=2 largest_force_ev_per_a=3.702 relative_energy_kcal_mol=0.00 total_charge=+2 e_tot_ha=-2323.13976
Ti 0.6564 0.1035 0.5373 1.044
P 0.3363 2.0979 -0.9636 -0.019
C -1.4257 1.8160 -1.4819 0.007
C -1.9923 0.4096 -1.1893 -0.009
N -1.2799 -0.4677 -0.4291 -0.008
C -1.6781 -1.7604 -0.3842 0.011
C -2.7882 -2.2074 -1.0838 0.003
C -3.5671 -1.3115 -1.7921 0.000
C -3.1651 0.0164 -1.8446 0.002
C -0.8373 -2.7738 0.3746 -0.016
P 0.3126 -2.0964 1.5790 -0.032
H -3.6567 0.6965 -2.5432 0.000
H -3.0356 -3.2658 -1.0532 0.000
H -4.4160 -1.6481 -2.3668 0.000
H -1.4851 -3.4851 0.9040 0.000
H -0.2410 -3.3571 -0.3452 -0.002
H -2.0445 2.6309 -1.0508 -0.001
H -1.4412 1.9549 -2.5795 -0.001
H -2.1131 2.4109 2.4280 0.000
O -2.7387 3.1381 2.3343 0.000
H -3.5333 2.7177 1.9777 0.000
H 3.1932 0.2595 0.7625 -0.003
O 1.5210 0.7027 2.0766 -0.032
H 0.9492 1.0954 2.7660 0.003
C -0.5536 -2.0322 3.1625 0.012
H -0.9437 -3.0204 3.4335 0.000
H 0.1610 -1.6798 3.9194 0.001
H -1.3855 -1.3230 3.0972 -0.003
C 1.6445 -3.2911 1.8717 0.012
H 2.3274 -2.8398 2.6146 0.001
H 1.2825 -4.2629 2.2634 -0.001
H 2.2190 -3.4530 0.9437 0.000
C 1.0243 2.3692 -2.6277 0.010
H 0.5214 3.2431 -3.0790 0.000
H 2.1108 2.5194 -2.5470 0.000
H 0.8283 1.4866 -3.2510 0.000
C 0.4723 3.7692 -0.2547 0.005
H 1.5471 3.9624 -0.1213 0.000
H 0.0351 4.5468 -0.8994 0.000
H 0.0105 3.8228 0.7392 -0.002
C 4.2854 -0.1994 -1.0922 0.002
C 3.0604 -0.1451 -0.2789 0.029
O 1.9537 -0.6768 -0.6446 -0.018
H 5.1384 -0.5778 -0.5203 0.002
H 4.5065 0.8468 -1.3198 0.003
H 4.2245 -0.7416 -2.0421 0.000

---

5.
41
Properties=species:S:1:pos:R:3:mulliken_spin:R:1 method="wB97M-V/def2-TZVPD" lumo_energy_ev="-6.6 / -11.3" multiplicity=5 largest_force_ev_per_a=14.024 total_charge=+2 e_tot_ha=-675.43073
C 1.4092 2.6955 0.2271 0.014
H 1.6917 3.3882 1.0342 0.002
H 2.1252 2.9431 -0.5738 -0.001
H 1.6096 1.6895 0.5544 -0.006
C -0.0273 2.8614 -0.3570 0.031
H -0.2504 1.9160 -0.9441 -0.026
H -0.8580 2.9768 0.3666 -0.004
C -0.0518 4.1044 -1.2762 0.008
H -0.9927 4.5576 -1.6123 0.000
H 0.5297 4.8978 -0.8087 0.004
H 0.4945 3.8903 -2.1846 0.001
C -0.9711 -2.3328 -1.1211 0.171
C -1.3783 -1.2762 -2.0414 0.205
C -0.1742 -0.5832 -2.4656 0.103
C 0.9484 -1.1960 -1.8431 0.157
C 0.4788 -2.2638 -1.0073 0.286
C 1.3465 -3.0212 -0.0551 -0.002
C 2.3734 -0.7498 -2.0061 0.091
C -0.0728 0.6103 -3.3685 0.016
C -2.7560 -0.7879 -2.2744 0.017
C -1.8646 -3.1536 -0.2654 0.026
Rh -0.4104 -0.5434 -0.4537 2.717
H 2.9548 -1.0035 -1.1129 -0.012
H 2.8140 -1.2417 -2.8851 0.019
H 2.3889 0.3357 -2.1744 0.003
H 2.2823 -2.4698 0.0861 0.008
H 0.8435 -3.1081 0.9118 0.010
H 1.5907 -4.0261 -0.4136 0.023
H -2.7769 -2.6011 -0.0608 0.006
H -2.1704 -4.1084 -0.6931 0.020
H -1.3838 -3.3767 0.6853 0.002
H -2.6991 0.2385 -2.6151 0.008
H -3.2788 -1.3527 -3.0371 0.024
H -3.3513 -0.8226 -1.3667 0.012
H 0.7794 1.2661 -3.1082 0.008
H 0.0996 0.2123 -4.3758 0.016
H -1.0163 1.1679 -3.3467 -0.005
N -1.3594 -0.1459 1.5781 0.036
H -1.0754 -0.8179 2.3066 0.006
H -2.3723 -0.3149 1.5035 0.005
H -1.2430 0.7967 1.9782 0.001